22
Properties=species:S:1:pos:R:3:forces:R:3 method="wB97M-V/def2-TZVPD" total_energy_ev=-9875.692 charge=+1 largest_force_ev_per_a=1.4 smiles="C[C@@H]([NH3+])C/C(N)=C/N" multiplicity=1
C 1.291 -2.036 1.432 0.7 -0.3 1.1
C 0.349 -0.901 1.104 1.1 -0.1 -0.6
N 1.002 0.438 1.481 -1.2 -0.1 -0.4
C 0.104 -0.851 -0.388 -0.4 0.2 -1.3
C -0.627 0.400 -0.818 -0.4 0.4 -0.7
N -1.356 1.065 0.235 0.9 0.1 0.0
C -0.618 0.841 -2.088 -0.1 0.0 0.5
N -1.221 1.991 -2.547 0.1 -1.0 0.8
H 1.914 -1.914 2.322 -0.3 0.6 0.3
H 2.061 -2.111 0.662 -0.4 -0.4 -0.3
H 0.808 -2.979 1.682 -0.2 -0.1 -0.8
H -0.640 -0.875 1.551 0.4 -0.3 0.8
H 0.224 1.070 1.183 0.1 0.6 -0.3
H 1.096 0.600 2.471 0.4 -0.3 0.5
H 1.872 0.646 0.993 -0.1 -0.2 0.0
H 1.021 -0.927 -0.978 0.3 0.1 0.3
H -0.445 -1.730 -0.746 -0.1 -0.2 0.7
H -1.877 1.889 -0.041 0.0 -0.3 0.1
H -1.933 0.398 0.717 -0.7 0.2 0.0
H -0.161 0.203 -2.834 0.4 0.3 0.0
H -1.011 2.310 -3.462 -0.2 0.4 -0.3
H -1.851 2.472 -1.930 0.0 0.3 -0.6